No. 1
One molecule with the formula C3H4N2, computed with wB97M-V/def2-TZVPD.

The geometry in ORCA input format:
```
! RIJCOSX wB97M-V def2-TZVPD def2/J DEFGRID3
* xyz 0 1
C 0.553 0.756 0.245
C 1.035 -0.526 0.019
N 0.029 -1.394 -0.059
N -1.077 -0.656 0.005
C -0.823 0.689 0.190
H 1.053 1.711 0.311
H 2.059 -0.844 -0.069
H -1.965 -1.143 -0.030
H -0.862 1.406 -0.612
*
```

Results
- gap between HOMO and LUMO (eV) = 10.55
- max |F| (eV/A) = 2.70
- DFT total energy (Ha) = -226.145916

These are the Mulliken partial charges, in e, on atoms 1 to 6: -0.3319 -0.3641 -0.6334 0.1673 -0.0361 0.3593

=====

No. 2
One molecule with the formula C3H4N2, computed with wB97M-V/def2-TZVPD.

The geometry in ORCA input format:
```
! RIJCOSX wB97M-V def2-TZVPD def2/J DEFGRID3
* xyz 0 1
N -0.396 0.863 0.072
C 1.133 0.671 0.379
C 1.182 -0.661 0.114
N -0.043 -1.346 -0.130
C -0.965 -0.477 -0.136
H -0.925 1.496 0.673
H -0.190 1.350 -0.806
H 2.094 -1.243 0.097
H -2.028 -0.652 -0.265
*
```

Results
- gap between HOMO and LUMO (eV) = 9.21
- max |F| (eV/A) = 0.48
- DFT total energy (Ha) = -226.091706

These are the Mulliken partial charges, in e, on atoms 1 to 6: -0.1941 -0.5309 -0.2245 -0.4165 -0.0879 0.3285

=====

No. 3
One molecule with the formula C3H4N2, computed with wB97M-V/def2-TZVPD.

The geometry in ORCA input format:
```
! RIJCOSX wB97M-V def2-TZVPD def2/J DEFGRID3
* xyz 0 1
N -3.629 -0.012 0.115
C -2.492 0.001 -0.032
N -1.228 0.011 -0.365
C -0.012 0.723 -0.167
C 0.004 -0.739 -0.160
H 0.223 1.353 0.752
H 0.382 1.347 -0.873
H 0.275 -1.281 -1.002
H 0.203 -1.285 0.866
*
```

Results
- gap between HOMO and LUMO (eV) = 10.38
- max |F| (eV/A) = 3.62
- DFT total energy (Ha) = -226.125414

These are the Mulliken partial charges, in e, on atoms 1 to 6: -0.4298 0.3906 -0.1950 -0.4246 -0.2200 0.2118

=====

No. 4
One molecule with the formula C3H4N2, computed with wB97M-V/def2-TZVPD.

The geometry in ORCA input format:
```
! RIJCOSX wB97M-V def2-TZVPD def2/J DEFGRID3
* xyz 0 1
N 2.224 0.176 -0.267
C 1.182 -0.129 0.214
C -0.231 -0.290 0.442
C -1.217 0.781 0.061
N -1.239 -0.610 -0.575
H -0.175 -0.813 1.342
H -1.175 1.730 -0.677
H -1.982 0.957 0.876
H -1.967 -1.008 0.053
*
```

Results
- gap between HOMO and LUMO (eV) = 11.49
- max |F| (eV/A) = 6.13
- DFT total energy (Ha) = -226.124333

These are the Mulliken partial charges, in e, on atoms 1 to 6: -0.4093 -0.0416 0.2056 -0.2741 -0.5109 0.2917

=====

No. 5
One molecule with the formula C3H4N2, computed with wB97M-V/def2-TZVPD.

The geometry in ORCA input format:
```
! RIJCOSX wB97M-V def2-TZVPD def2/J DEFGRID3
* xyz 0 1
C 0.638 -0.946 -0.156
N -0.469 -1.522 0.034
N -1.569 -0.641 -0.095
C -1.058 0.548 -0.043
C 0.456 0.579 -0.052
H 1.566 -1.511 0.071
H -1.645 1.399 0.080
H 1.000 0.896 0.922
H 1.081 1.198 -0.760
*
```

Results
- gap between HOMO and LUMO (eV) = 10.64
- max |F| (eV/A) = 2.32
- DFT total energy (Ha) = -226.147783

These are the Mulliken partial charges, in e, on atoms 1 to 6: -0.2225 -0.3450 -0.3478 -0.1688 -0.2102 0.3382

=====

No. 6
One molecule with the formula C3H4N2, computed with wB97M-V/def2-TZVPD.

The geometry in ORCA input format:
```
! RIJCOSX wB97M-V def2-TZVPD def2/J DEFGRID3
* xyz 0 1
C -0.829 -0.672 0.604
C -0.805 0.573 0.005
N 0.469 0.730 -0.448
C 1.145 -0.453 -0.200
N 0.372 -1.261 0.477
H -1.707 -1.114 1.041
H -1.559 1.334 -0.081
H 0.720 1.484 -1.047
H 2.195 -0.621 -0.351
*
```

Results
- gap between HOMO and LUMO (eV) = 9.75
- max |F| (eV/A) = 1.83
- DFT total energy (Ha) = -226.220934

These are the Mulliken partial charges, in e, on atoms 1 to 6: -0.2927 -0.1931 -0.0714 -0.1930 -0.5433 0.3663

=====

No. 7
C3H4N2O as an isolated structure, computed with wB97M-V/def2-TZVPD.

The geometry in ORCA input format:
```
! RIJCOSX wB97M-V def2-TZVPD def2/J DEFGRID3
* xyz 0 1
N 1.614 0.291 -0.757
C 0.391 0.023 -0.225
N 0.094 0.236 1.212
O -1.026 1.209 1.176
C -1.251 -0.130 0.841
C -0.831 -0.411 -0.574
H 1.870 -0.226 -1.586
H 2.364 0.411 -0.091
H -1.884 -0.726 1.493
H -1.341 -0.677 -1.488
*
```

Results
- gap between HOMO and LUMO (eV) = 9.60
- max |F| (eV/A) = 0.42
- DFT total energy (Ha) = -301.314951

These are the Mulliken partial charges, in e, on atoms 1 to 6: -0.4519 0.3086 -0.4020 -0.3295 0.2461 -0.5812

=====

No. 8
One molecule with the formula C3H4N2O, computed with wB97M-V/def2-TZVPD.

The geometry in ORCA input format:
```
! RIJCOSX wB97M-V def2-TZVPD def2/J DEFGRID3
* xyz 0 1
N 1.536 -0.372 -0.622
C 0.306 0.165 -0.368
C -0.552 1.138 -0.311
C -1.093 -0.222 -0.025
N -1.321 -0.699 1.353
O -0.285 -0.815 1.963
H 1.881 -0.955 0.131
H 2.234 0.276 -0.958
H -0.860 2.156 -0.479
H -1.846 -0.671 -0.683
*
```

Results
- gap between HOMO and LUMO (eV) = 8.91
- max |F| (eV/A) = 0.60
- DFT total energy (Ha) = -301.300705

These are the Mulliken partial charges, in e, on atoms 1 to 6: -0.4938 0.3051 -0.3002 -0.4039 0.0167 -0.3164

=====

No. 9
One molecule with the formula C3H4N2O, computed with wB97M-V/def2-TZVPD.

The geometry in ORCA input format:
```
! RIJCOSX wB97M-V def2-TZVPD def2/J DEFGRID3
* xyz 0 1
O -0.166 -2.063 0.025
C -0.070 -0.718 -0.084
C 0.031 -0.009 -1.291
N 0.124 1.297 -1.083
N 0.128 1.421 0.240
C -0.020 0.244 0.905
H -0.066 -2.307 0.969
H 0.000 -0.387 -2.308
H 0.140 2.339 0.651
H -0.101 0.184 1.978
*
```

Results
- gap between HOMO and LUMO (eV) = 9.42
- max |F| (eV/A) = 1.07
- DFT total energy (Ha) = -301.439058

These are the Mulliken partial charges, in e, on atoms 1 to 6: -0.5261 0.8205 -0.5502 -0.7482 0.2659 -0.6195

=====

No. 10
C3H4N2O as an isolated structure, computed with wB97M-V/def2-TZVPD.

The geometry in ORCA input format:
```
! RIJCOSX wB97M-V def2-TZVPD def2/J DEFGRID3
* xyz 0 1
C -0.901 0.840 -0.704
C 0.758 -0.444 0.396
C -0.650 -0.020 0.495
O 1.693 -0.571 1.318
N 0.749 -0.784 -0.858
N -0.693 -0.559 -0.939
H 2.488 -0.950 0.918
H -1.924 1.157 -0.857
H -0.141 1.544 -1.030
H -1.379 -0.213 1.262
*
```

Results
- gap between HOMO and LUMO (eV) = 10.24
- max |F| (eV/A) = 1.63
- DFT total energy (Ha) = -301.348428

These are the Mulliken partial charges, in e, on atoms 1 to 6: -0.2051 0.5626 -0.3098 -0.4814 -0.5559 -0.2112

=====

No. 11
One molecule with the formula C3H4N2O, computed with wB97M-V/def2-TZVPD.

The geometry in ORCA input format:
```
! RIJCOSX wB97M-V def2-TZVPD def2/J DEFGRID3
* xyz 0 1
C -1.094 -0.623 0.013
N -0.450 0.717 -0.040
C 0.890 0.915 -0.042
O 1.496 1.976 0.017
C 1.684 -0.356 -0.062
N 2.395 -1.260 0.023
H -2.163 -0.520 -0.668
H -1.320 -0.921 1.232
H -0.376 -1.470 -0.565
H -1.061 1.542 0.093
*
```

Results
- gap between HOMO and LUMO (eV) = 11.11
- max |F| (eV/A) = 3.88
- DFT total energy (Ha) = -301.408901

These are the Mulliken partial charges, in e, on atoms 1 to 6: -0.6962 -0.1723 0.5981 -0.5562 0.1185 -0.3380

=====

No. 12
C3H4N2O as an isolated structure, computed with wB97M-V/def2-TZVPD.

The geometry in ORCA input format:
```
! RIJCOSX wB97M-V def2-TZVPD def2/J DEFGRID3
* xyz 0 1
C -0.149 0.202 -1.591
C -0.063 0.107 -0.113
C 0.399 -0.553 1.774
H 0.566 -0.586 -2.003
H 0.062 1.214 -1.947
H -1.207 -0.053 -1.938
H 0.628 -1.007 2.697
N 0.543 -0.952 0.553
N -0.558 1.010 0.649
O -0.223 0.618 1.919
*
```

Results
- gap between HOMO and LUMO (eV) = 11.76
- max |F| (eV/A) = 1.94
- DFT total energy (Ha) = -301.426989

These are the Mulliken partial charges, in e, on atoms 1 to 6: -0.8574 0.5982 0.0688 0.2706 0.2879 0.2229